No. 1
{
  "formula": "C36H43AsI2N8O3S2Ti",
  "method": "ωB97M-V/def2-TZVPD",
  "species": ["Ti", "I", "C", "C", "C", "I", "C", "O", "C", "C", "N", "C", "C", "C", "C", "C", "C", "N", "C", "H", "H", "H", "H", "H", "H", "H", "H", "H", "H", "H", "N", "C", "C", "C", "C", "C", "C", "S", "O", "O", "N", "C", "N", "C", "C", "C", "N", "H", "H", "H", "H", "H", "H", "H", "H", "H", "C", "As", "C", "C", "C", "C", "C", "C", "C", "C", "H", "H", "H", "H", "H", "H", "H", "H", "H", "H", "H", "H", "H", "C", "N", "C", "S", "N", "C", "H", "H", "H", "H", "H", "H", "H", "H", "C", "H", "H"],
  "xyz": [[-0.732300, 0.178600, 0.312900], [-4.742700, -2.317300, -5.168400], [-3.489600, -2.317600, -3.355800], [-4.081600, -2.437800, -2.115500], [-3.294600, -2.184500, -1.017300], [-4.013900, -2.538900, 0.966100], [-1.956600, -1.784400, -1.096200], [-1.279500, -1.498900, -0.018700], [-1.361700, -1.798900, -2.388000], [0.138300, -1.683400, -2.447100], [0.598400, -0.446300, -1.856600], [0.442500, 0.710100, -2.717700], [-0.951400, 1.236100, -2.466100], [-1.891600, 1.461600, -3.432100], [-3.245800, 1.644300, -3.004600], [-3.547700, 1.760000, -1.702700], [-2.467500, 1.858600, -0.657900], [-1.194200, 1.333500, -1.152700], [-2.150900, -2.007800, -3.498700], [-5.110700, -2.742100, -1.993900], [0.480900, -1.806400, -3.498300], [0.558800, -2.495500, -1.842600], [1.540900, -0.543400, -1.487400], [0.586300, 0.470100, -3.787600], [1.185000, 1.462700, -2.416200], [-1.647700, 1.358500, -4.478000], [-4.032500, 1.623500, -3.751500], [-4.573500, 1.816400, -1.364000], [-2.324700, 2.940800, -0.370500], [-1.714400, -1.976500, -4.487600], [2.623100, -1.869400, 7.856600], [1.829700, -1.449800, 6.766500], [0.860200, -2.299700, 6.214700], [0.098000, -1.890600, 5.148800], [0.275200, -0.614800, 4.615200], [1.184100, 0.259900, 5.203800], [1.958700, -0.152600, 6.263800], [-0.496000, -0.169500, 3.074300], [-0.822400, 1.245100, 3.197700], [-1.633700, -1.023300, 2.836500], [0.527200, -0.268000, 1.818500], [1.159400, -1.443600, 1.654300], [1.297000, -2.231100, 2.723300], [2.004400, -3.355700, 2.577000], [2.579800, -3.707500, 1.371300], [2.363000, -2.835400, 0.314600], [1.658100, -1.704400, 0.430900], [2.759800, -2.873100, 7.860900], [3.510800, -1.383000, 7.893500], [0.722500, -3.286400, 6.634700], [-0.625000, -2.537200, 4.678800], [1.273100, 1.259500, 4.819100], [2.683800, 0.520800, 6.704900], [2.090500, -3.953000, 3.479200], [3.143100, -4.622800, 1.254600], [2.774700, -3.040500, -0.669100], [1.738600, 2.730800, 2.602600], [0.346900, 2.620300, 1.197000], [1.227400, 3.972700, -0.023800], [-0.943000, 3.985400, 2.012500], [-0.417000, 4.954500, 2.994800], [-0.407200, 4.649200, 4.364100], [-0.019600, 5.583000, 5.300800], [0.399600, 6.852000, 4.905400], [0.401400, 7.167200, 3.551900], [-0.001700, 6.237900, 2.616000], [2.425100, 3.568100, 2.443300], [2.288300, 1.788900, 2.622600], [1.241300, 2.865900, 3.560800], [1.423600, 4.925800, 0.472200], [0.582400, 4.138100, -0.889000], [2.165100, 3.549300, -0.383300], [-1.686300, 3.352900, 2.495800], [-1.396400, 4.501000, 1.158800], [-0.745800, 3.668000, 4.670700], [-0.054000, 5.335100, 6.354700], [0.710900, 7.583100, 5.640300], [0.705400, 8.156800, 3.233500], [-0.038400, 6.509300, 1.568900], [5.948300, 1.863300, 1.794700], [4.894700, 2.317700, 0.897800], [4.516200, 1.409200, -0.106000], [2.973900, 0.771100, -0.233000], [5.550200, 1.064100, -0.997600], [6.087300, 2.159600, -1.803200], [6.167300, 2.661000, 2.505900], [6.830000, 1.643100, 1.195900], [5.680700, 0.956800, 2.354200], [4.059300, 2.570500, 1.420100], [5.221800, 0.300000, -1.578400], [7.182500, 2.139200, -1.779200], [5.745800, 3.107600, -1.389800], [5.765100, 2.096400, -2.846700], [-2.646600, 1.005800, 0.597100], [-3.489600, 0.315600, 0.480200], [-2.794200, 1.597700, 1.508400]],
  "forces_ev_per_a": [[-0.254, 1.242, -1.889], [-0.609, -0.137, -0.903], [-0.078, 0.192, 0.083], [0.300, -0.045, -0.093], [0.141, 0.013, 0.859], [-0.163, -0.059, -0.422], [-0.841, -0.835, -1.670], [0.217, -2.270, 0.610], [-0.019, -0.096, 0.773], [-0.311, -0.175, -0.004], [1.040, 0.401, 0.192], [-0.215, 0.197, -0.299], [-0.006, 0.410, -0.861], [1.041, 0.117, 0.099], [-0.563, 0.111, 0.342], [0.120, 0.129, -0.131], [-0.030, 0.502, 0.173], [-0.570, 1.000, -1.285], [-0.103, -0.327, 0.318], [-0.160, -0.002, -0.077], [-0.089, 0.072, 0.350], [-0.005, 0.023, -0.122], [-0.312, -0.071, -0.433], [0.000, 0.045, 0.214], [-0.116, -0.081, -0.064], [0.050, -0.138, -0.083], [-0.035, -0.109, 0.045], [-0.112, -0.036, 0.040], [-0.123, -0.344, -0.148], [0.107, 0.062, -0.166], [-0.043, -0.091, -0.213], [-0.062, 0.221, -0.069], [0.288, 0.130, 0.441], [-0.169, 0.577, -0.262], [0.358, 0.042, 0.212], [-0.634, -0.234, -0.505], [0.212, -0.506, 0.461], [-1.618, 0.922, 0.568], [0.660, -0.237, 0.723], [0.671, -0.396, 0.711], [0.655, -0.263, 1.843], [0.843, -0.621, 0.013], [0.768, -1.395, -0.282], [-0.572, 0.943, -0.018], [0.093, -0.285, 0.026], [-0.497, 0.795, 0.212], [0.761, -1.109, 0.283], [0.054, 0.179, 0.066], [-0.129, -0.144, 0.028], [-0.003, -0.136, 0.038], [-0.056, -0.154, -0.040], [0.088, 0.154, -0.121], [0.007, 0.045, 0.040], [0.077, -0.167, -0.053], [0.015, 0.028, -0.038], [-0.023, 0.009, -0.035], [-0.033, -0.111, -0.021], [0.479, 2.123, 0.087], [-0.329, -0.453, 0.098], [-0.004, -0.677, -0.443], [0.109, 0.445, 0.266], [-0.121, -0.097, -0.437], [0.221, 0.368, 0.194], [-0.050, -0.179, -0.081], [0.163, 0.231, 0.375], [-0.173, -0.451, -0.163], [-0.132, 0.020, -0.042], [-0.013, -0.054, -0.039], [0.087, 0.035, -0.047], [-0.030, -0.096, 0.102], [-0.043, -0.023, 0.028], [0.049, 0.004, 0.006], [-0.074, 0.009, -0.190], [0.063, -0.170, 0.110], [-0.040, -0.084, 0.039], [0.033, -0.040, 0.019], [-0.022, 0.019, 0.021], [0.017, 0.024, -0.033], [0.017, 0.001, -0.068], [0.408, 0.072, -0.054], [-0.822, -0.718, -0.562], [-0.592, -0.207, -0.077], [1.761, 0.749, 0.247], [-0.928, -0.038, 0.356], [0.576, 0.176, 0.115], [0.084, -0.057, -0.074], [0.114, 0.046, 0.165], [-0.109, 0.089, -0.094], [0.106, -0.017, -0.138], [0.002, 0.151, 0.158], [-0.106, 0.112, -0.072], [0.082, 0.003, -0.050], [-0.080, -0.053, 0.144], [-0.785, 0.784, 0.666], [0.236, 0.028, 0.060], [-0.169, -0.060, -0.049]],
  "mulliken_charge": [-1.345, -0.701, -0.621, -0.169, -0.085, -0.104, 0.150, -0.655, 0.858, -1.212, 0.392, -0.790, 0.535, -1.261, -0.434, -1.045, 0.802, 1.346, -0.711, 0.379, 0.412, 0.196, 0.046, 0.365, 0.128, 0.413, 0.394, 0.395, -0.336, 0.357, -0.648, 1.080, -0.738, -0.830, -0.444, -0.527, -0.863, 1.595, -0.550, -0.668, 1.152, -0.807, -0.204, -0.259, -1.387, -0.388, 0.325, 0.231, 0.231, 0.322, 0.594, 0.366, 0.297, 0.451, 0.404, 0.513, -1.439, 2.363, -1.226, -1.661, 0.330, -0.120, -0.798, -0.350, -0.728, -0.247, 0.563, 0.502, -0.063, 0.436, 0.319, 0.185, 0.311, 0.683, 0.523, 0.384, 0.366, 0.359, 0.393, -1.029, -0.311, -0.282, -0.103, -0.299, -0.952, 0.373, 0.339, 0.238, 0.309, 0.364, 0.290, 0.304, 0.317, 0.001, 0.223, 0.181],
  "multiplicity": 3,
  "total_charge": -2,
  "e_tot_ha": -6538.34701,
  "e_above_lowest_ev": 4.053,
  "homo_ev": [2.05, -1.32],
  "mol_weight_da": 1076.52
}

No. 2
{
  "formula": "C2H14N2O5",
  "method": "ωB97M-V/def2-TZVPD",
  "species": ["C", "N", "C", "N", "O", "H", "H", "H", "H", "H", "H", "O", "H", "H", "O", "H", "H", "O", "H", "H", "O", "H", "H"],
  "xyz": [[1.416801, 0.580581, 2.400665], [0.722010, 0.046437, 1.251965], [1.077019, -1.157056, 0.720894], [0.267057, -1.680045, -0.246893], [2.134682, -1.688826, 1.044107], [2.480868, 0.697912, 2.242136], [1.260512, -0.070704, 3.266332], [0.863915, 1.472929, 2.670978], [-0.089917, 0.475726, 0.836007], [-0.633491, -1.241007, -0.368284], [0.288804, -2.662547, -0.438988], [2.082095, -0.188492, -2.509227], [1.508312, -0.952704, -2.690769], [2.324601, -0.464305, -1.610445], [-3.402834, 1.062751, 1.212866], [-2.667499, 0.445802, 1.311254], [-3.200823, 1.389417, 0.328344], [-2.238839, -0.330727, -0.895968], [-1.859869, 0.056771, -1.702868], [-3.195623, -0.398377, -1.024274], [-0.092933, 1.461699, -2.021747], [0.263063, 2.251822, -1.601096], [0.692089, 0.892945, -2.174989]],
  "forces_ev_per_a": [[-1.104, -0.321, 0.458], [-0.522, -0.555, -0.889], [1.541, -0.276, 0.395], [-0.736, 0.657, -0.409], [-0.251, -0.213, 0.083], [0.057, 0.301, -0.127], [0.286, -0.194, -0.126], [0.507, 0.552, -0.068], [0.100, 0.344, 0.397], [-0.188, -0.227, -0.050], [0.367, -0.162, 0.219], [-0.415, -0.917, 0.544], [0.082, 0.276, -0.507], [0.434, 0.432, 0.065], [0.305, 0.008, -0.143], [-0.186, -0.115, 0.292], [-0.215, 0.234, 0.060], [-0.129, 0.055, -0.416], [-0.066, 0.155, 0.251], [0.298, -0.073, -0.026], [0.033, -0.170, 0.133], [-0.114, -0.046, -0.081], [-0.085, 0.255, -0.055]],
  "mulliken_charge": [-0.925, -0.037, 0.444, -0.216, -0.679, 0.264, 0.293, 0.377, 0.198, 0.171, 0.242, -0.756, 0.354, 0.339, -0.642, 0.313, 0.333, -0.743, 0.294, 0.321, -0.630, 0.290, 0.394],
  "total_charge": 0,
  "e_tot_ha": -570.34744,
  "e_above_lowest_ev": 0.000,
  "homo_ev": -9.71,
  "mol_weight_da": 146.14
}

No. 3
{
  "formula": "C5H13O2P",
  "method": "ωB97M-V/def2-TZVPD",
  "species": ["C", "C", "O", "C", "P", "C", "C", "O", "H", "H", "H", "H", "H", "H", "H", "H", "H", "H", "H", "H", "H"],
  "xyz": [[2.636511, 0.619478, 1.024722], [1.974222, 0.526146, -0.328144], [0.791234, -0.405627, -0.459513], [-0.297418, 0.020068, 0.289463], [-1.005925, 1.727067, -0.103987], [-1.386857, -0.992867, -0.019422], [-1.624171, -1.312085, -1.548530], [-2.660030, -0.493354, 0.485039], [2.244335, 1.503710, 1.634029], [2.583099, -0.168600, 1.650061], [3.685619, 0.840785, 0.979168], [2.757458, 0.102010, -0.964953], [1.502924, 1.452901, -0.636358], [0.033510, -0.043655, 1.385582], [-0.014971, 2.246816, 0.741191], [-2.035626, 1.739023, 0.709965], [-1.238152, -2.009578, 0.446245], [-1.590109, -0.378057, -2.158906], [-0.609441, -1.724099, -1.820489], [-2.489443, -1.960960, -1.763629], [-3.256779, -1.289132, 0.458472]],
  "forces_ev_per_a": [[-0.931, 4.350, 0.143], [-1.164, -1.730, -0.151], [2.418, 1.055, -0.180], [-0.577, -1.030, 1.489], [2.701, -0.016, -2.201], [-2.453, -1.742, -0.827], [3.003, 1.083, 0.331], [-0.285, -1.404, 0.349], [0.191, -1.081, -0.722], [-0.579, -3.114, 1.729], [0.634, 0.113, -0.641], [-0.741, 0.335, -0.619], [0.962, 0.413, -0.391], [-0.961, 0.197, -1.135], [-0.219, 0.768, 0.290], [-1.684, -0.045, 1.967], [0.433, 1.088, -0.082], [-0.745, -0.511, 0.528], [-1.316, -0.435, -0.196], [0.569, 0.306, 0.235], [0.743, 1.401, 0.085]],
  "mulliken_charge": [-1.208, -0.294, -0.366, 0.201, -0.011, -0.291, -1.112, -0.556, 0.254, 0.416, 0.397, 0.319, 0.343, 0.355, 0.012, 0.017, 0.263, 0.262, 0.286, 0.378, 0.334],
  "total_charge": 0,
  "e_tot_ha": -690.04464,
  "e_above_lowest_ev": 3.509,
  "homo_ev": -8.93,
  "mol_weight_da": 136.13
}